[1]
Density functional theory data (wB97M-V/def2-TZVPD) for a molecular structure, H22O11 in a non-equilibrium geometry.

Maximum force ... 13.00 eV/Å
Energy relative to the best compared isomer or geometry (same formula, charge and spin) ... 8.8834 eV
E_HOMO ... -8.015 eV
DFT total energy ... -840.55367 a.u.

Last column: Mulliken charge in e.
CARTESIAN COORDINATES (ANGSTROEM)
1 H -0.580 0.131 0.738  0.15
2 H 1.100 3.511 -2.334  0.34
3 H 3.082 -3.172 -1.214  0.23
4 H 1.118 2.024 2.682  0.32
5 O -0.757 0.508 -2.574  -0.60
6 O 1.123 1.730 1.734  -0.66
7 H -4.037 1.361 1.611  0.23
8 H 5.229 -0.499 -0.644  0.32
9 H 2.586 4.023 -1.964  0.31
10 H 0.415 0.626 -0.334  0.24
11 O 5.028 -0.452 0.288  -0.64
12 O -4.727 -0.614 0.756  -0.62
13 H 1.145 -0.320 -1.409  0.25
14 H -0.115 0.400 -3.305  0.36
15 H 1.752 1.032 1.623  0.32
16 O -4.556 1.086 0.893  -0.52
17 H -2.521 1.150 2.468  0.28
18 H 0.084 -4.437 1.883  0.29
19 O -1.645 1.382 2.908  -0.60
20 H -4.123 1.741 0.305  0.32
21 H -0.989 0.840 2.519  0.30
22 O 0.868 -1.155 -1.719  -0.58
23 H -5.543 -0.257 0.348  0.34
24 O 2.098 3.329 -2.433  -0.65
25 O 0.114 -3.941 1.118  -0.59
26 H 4.755 0.528 0.463  0.32
27 H 3.345 -2.395 0.127  0.29
28 O -0.358 0.162 -0.195  -0.47
29 H -0.771 -3.659 0.886  0.31
30 H -0.129 -1.041 -1.668  0.34
31 H -1.448 -0.149 -2.693  0.29
32 H -4.431 -1.075 -0.105  0.29
33 O 2.888 -2.399 -0.760  -0.51



[2]
Density functional theory data (wB97M-V/def2-TZVPD) for a single C19H24ClNOS molecule.

SMILES ... O=C(CCSc1ccc(Cl)cc1)N[C@]12C[C@H]3C[C@H](C[C@H](C3)C1)C2
Maximum force ... 0.87 eV/Å
E_HOMO ... -8.415 eV
DFT total energy ... -1726.85172 a.u.

Last column: Mulliken charge in e.
CARTESIAN COORDINATES (ANGSTROEM)
1 C -1.514 -0.400 1.026  -1.32
2 H -2.957 0.254 2.482  0.26
3 Cl 5.451 2.481 -0.589  -0.22
4 H 0.363 1.489 0.378  0.24
5 H -4.136 0.867 -1.591  0.22
6 H -1.852 0.240 -2.348  0.43
7 N 0.054 -0.862 -0.806  -0.15
8 C -3.300 0.911 -0.885  0.53
9 H -2.843 2.664 1.886  0.51
10 H -2.423 2.649 -1.822  0.48
11 S 1.948 -2.305 1.429  -0.14
12 C -3.782 0.493 0.503  -1.35
13 C -2.065 1.979 1.543  -1.41
14 H -0.129 1.740 -1.303  0.58
15 H 2.013 -2.154 -1.667  0.35
16 C -0.483 1.443 -0.312  -1.59
17 H -1.237 2.031 2.254  0.44
18 H 5.484 -0.261 -1.328  0.42
19 H 0.970 -0.442 -0.826  0.32
20 H -1.893 -1.422 0.978  0.57
21 H 3.398 2.313 1.371  0.43
22 C 1.303 -2.869 -1.248  -0.76
23 C 3.549 1.333 0.946  -0.53
24 C 3.965 -1.190 -0.143  -0.16
25 H 4.161 -2.170 -0.551  0.39
26 C -1.586 2.394 0.153  0.38
27 O -1.070 -2.832 -0.887  -0.64
28 H -3.541 3.024 -0.509  0.50
29 C 2.788 0.262 1.368  -0.26
30 C 4.509 1.141 -0.038  0.27
31 H 2.822 -3.944 -0.111  0.42
32 C -2.755 2.337 -0.829  -1.49
33 H 2.039 0.392 2.134  0.37
34 H -2.576 -1.063 -1.398  0.55
35 C 2.980 -1.005 0.820  -0.01
36 H -4.181 -0.522 0.466  0.51
37 C -1.029 0.017 -0.367  1.22
38 H 1.150 -4.240 0.408  0.48
39 C -2.614 0.554 1.486  0.48
40 C -0.042 -2.196 -0.966  0.39
41 C -2.200 -0.042 -1.351  -1.68
42 C 1.844 -3.485 0.037  -0.78
43 H -4.583 1.158 0.835  0.48
44 H -0.675 -0.383 1.725  0.28
45 H -1.189 3.415 0.191  0.28
46 C 4.723 -0.118 -0.577  -0.75
47 H 1.141 -3.673 -1.967  0.43



[3]
Density functional theory data (wB97M-V/def2-TZVPD) for a gas-phase ion, C5H6N (charge +1) in a non-equilibrium geometry.

Maximum force ... 5.59 eV/Å
Energy relative to the best compared isomer or geometry (same formula, charge and spin) ... 6.1509 eV
E_HOMO (alpha / beta) ... -14.565 / -14.563 eV
DFT total energy ... -248.38965 a.u.
Charge ... +1

Last column: Mulliken charge in e.
CARTESIAN COORDINATES (ANGSTROEM)
1 H -1.804 -0.660 0.592  0.42
2 C 0.149 -1.226 0.050  -0.43
3 C -0.963 -0.428 -0.059  -0.12
4 C -0.841 1.142 0.037  -0.42
5 C 1.492 0.693 0.072  0.09
6 N 0.488 1.352 0.059  -0.09
7 H -1.535 1.699 -0.702  0.29
8 C 1.494 -0.879 0.073  -0.09
9 H 2.038 -1.369 0.890  0.37
10 H -1.259 1.667 0.912  0.33
11 H -1.240 -0.929 -1.077  0.34
12 H 1.981 -1.062 -0.847  0.29



[4]
Density functional theory data (wB97M-V/def2-TZVPD) for a molecular structure, C4H4CuO2 in a non-equilibrium geometry.

Expectation value of S² ... 0.771
Maximum force ... 3.22 eV/Å
Energy relative to the best compared isomer or geometry (same formula, charge and spin) ... 3.9667 eV
E_HOMO (alpha / beta) ... -6.626 / -6.659 eV
Spin multiplicity ... 2
DFT total energy ... -1945.48318 a.u.

Last column: Mulliken charge in e.
CARTESIAN COORDINATES (ANGSTROEM)
1 H -3.473 0.644 -0.267  0.28
2 C -1.632 0.031 0.022  -0.15
3 H -1.634 -0.655 -0.849  0.23
4 O 3.182 -0.283 0.528  -0.53
5 C -0.281 0.603 0.214  -0.57
6 O -2.608 1.055 -0.179  -0.41
7 H -1.909 -0.573 0.909  0.24
8 Cu 4.539 0.633 -0.624  0.58
9 C 2.107 0.067 0.038  0.58
10 C 0.768 -0.231 0.374  -0.32
11 H 0.942 -1.292 -0.166  0.07